Below is a structure of composition C8H12N at a distorted geometry, with properties calculated with ωB97M-V/def2-TZVPD.

Energy above the lowest of the compared OMol25 structures with the same formula, charge and spin in kcal per mole: 78.7
Net charge: +1

The geometry in XYZ format:
```
21
C8H12N | OMol25 | ωB97M-V/def2-TZVPD
C 3.4610 -1.5638 0.3748
C 2.9815 -0.4675 0.1900
C 2.0859 1.9207 0.3920
C 0.5726 -0.9518 -1.6223
C 2.0897 0.6608 0.1324
C -3.0543 0.0525 0.6714
C -1.9681 -0.3733 -0.2979
C -0.6963 0.2899 0.1576
N 0.4472 -0.0701 -0.6953
H 3.9935 -2.4168 0.7391
H 1.3010 2.5925 0.2189
H 2.7586 2.3932 1.0548
H -0.1715 -1.6469 -1.8812
H 1.5477 -1.0084 -2.1750
H -3.7581 -0.6211 0.9552
H -2.5584 0.4461 1.7032
H -3.5253 0.8781 0.2458
H -2.2756 0.0182 -1.3080
H -1.8514 -1.4553 -0.3015
H -0.6835 1.3970 0.2169
H -0.6961 -0.0740 1.2290
```

Below is a structure of composition C6H14KP at a distorted geometry, with properties calculated with ωB97M-V/def2-TZVPD.

The geometry in XYZ format:
```
22
C6H14KP | OMol25 | ωB97M-V/def2-TZVPD
C -0.3729 2.3202 -0.5954
C -1.3423 1.2018 -1.1452
P -0.4820 -0.4521 -1.1034
C 1.1864 -0.3361 -0.1983
C 2.4020 0.0330 -1.1168
C -1.4747 -1.6657 0.0140
C -1.5071 -1.1633 1.5169
H -0.9335 3.2806 -0.5835
H 0.5516 2.3991 -1.2149
H -0.0286 2.1303 0.4617
H -2.2260 1.1442 -0.4487
H 1.3712 -1.3823 0.2489
H 1.1554 0.3911 0.6808
H 3.1144 -0.8123 -1.2459
H 2.9889 0.8243 -0.5894
H 2.1014 0.4058 -2.1149
H -0.9476 -2.6407 -0.0611
H -2.4922 -1.6898 -0.4208
H -0.5917 -1.5163 2.0710
H -2.3843 -1.6058 2.0397
H -1.5951 -0.0529 1.5763
K 1.5066 -0.8134 2.2293
```

Number 1: energy -9968.3298 eV, orbital gap 9.48 eV. Number 2: energy -32057.6242 eV, orbital gap 3.30 eV.